117
Properties=species:S:1:pos:R:3:forces:R:3:mulliken_charge:R:1 method="wB97M-V/def2-TZVPD" energy_ev=-133468.0211 e_homo_ev="-5.1 / -5.1" spin_multiplicity=3 charge=-1
In -1.299183 -3.439002 -4.025702 0.33 -0.23 0.24 0.950
Br -2.561847 -1.333125 -4.967663 0.08 -0.15 0.09 -0.590
F -1.390082 -6.337671 -5.069475 0.07 -0.51 0.03 -0.245
F -3.007086 -5.162970 -5.911488 -0.34 -0.27 -0.03 -0.289
F -1.017913 -4.942486 -6.679823 0.33 -0.12 -0.31 -0.274
O 3.077662 1.193143 1.745361 -0.24 0.02 0.66 -0.339
O -2.867384 -5.133597 -2.000728 -0.04 0.35 0.20 -0.413
O -2.879750 4.068149 -0.607919 0.42 0.51 0.20 -0.434
N 1.708303 -6.849494 1.788261 0.65 1.28 1.16 0.302
N 4.124081 1.845749 2.139596 -0.55 -0.76 -2.02 0.144
N -3.789098 4.962535 -0.381183 -0.14 -2.08 -0.72 0.270
C 5.796164 0.906650 0.535087 -0.18 0.21 -0.44 -1.264
C 0.167443 -1.073177 2.199805 -0.37 -0.71 -0.16 -0.700
C -0.629613 0.439073 -0.476958 -0.51 -0.48 -0.01 0.399
C 0.941440 -4.432581 1.784113 0.14 0.27 1.10 -0.160
C -1.261429 -0.745486 1.730579 0.20 0.88 -0.10 -1.161
C -3.836501 3.875110 1.847254 0.44 -0.24 -0.17 -1.718
C -3.272094 -5.491123 -0.700930 -0.09 -0.13 -0.05 -0.753
C 6.484867 1.484048 2.881754 0.06 0.22 0.01 -1.939
C 1.692430 -3.119667 2.048285 -0.41 -0.43 -1.11 -1.374
C 2.402282 -8.888325 1.401100 0.53 -0.88 0.35 -0.542
C -0.233598 0.098756 -1.917359 0.27 0.28 0.44 -0.868
C 2.464542 -7.860524 2.288827 -0.01 -0.28 -0.20 -0.509
C 4.656920 3.087763 0.029145 0.13 -0.45 -0.30 -1.258
C 0.869260 -2.905349 -3.906555 -0.90 0.16 -0.16 -1.375
C -5.393645 5.690149 1.383909 -0.14 0.17 -0.16 -1.821
C 0.578470 -1.171400 -2.098635 0.13 0.31 -0.55 1.661
C -4.444938 5.341169 -1.670134 -0.53 1.41 -0.62 1.834
C 5.027533 4.166691 2.271012 0.26 -0.08 0.06 -1.765
C -3.395270 5.524822 -2.762429 0.43 -0.30 0.05 -1.927
C -5.697575 3.466545 0.247860 -0.06 -0.23 -0.49 -1.194
C 1.172162 -7.216201 0.600132 -0.24 0.23 -0.05 -0.227
C 5.944294 2.279273 -0.117289 -0.03 0.03 0.09 -0.490
C -1.708318 -5.098090 -5.512935 -0.11 1.08 0.37 0.202
C 0.993201 -1.977054 1.267095 0.99 -0.06 1.19 1.919
C 4.151642 3.181962 1.470406 0.39 1.56 0.55 1.910
C 0.984358 -1.411454 -3.569159 0.52 -0.69 0.48 -0.995
C 1.587003 -8.487787 0.346290 -0.37 -0.47 -0.94 -0.791
C 1.563766 -5.604068 2.553911 -1.04 -0.24 -0.34 -0.857
C -1.482254 -0.639041 0.221823 -0.16 0.05 0.09 0.049
C -5.145229 6.711522 -1.545064 -0.13 0.05 0.19 -1.774
C 5.028728 -0.434457 2.488921 -0.49 -0.15 -0.06 -1.762
C -4.671751 4.494771 0.729703 -0.72 0.79 1.30 1.847
C -5.455634 4.283761 -2.116363 -0.15 -0.46 0.22 -1.327
C 2.756752 3.802733 1.466157 -0.38 -0.36 -0.02 -1.898
C -2.165087 -3.875856 -2.008653 0.04 -0.38 -0.76 -0.192
C -6.440717 3.889946 -1.017689 0.06 0.07 0.04 -0.474
C 5.331251 0.976399 1.990116 1.33 -0.25 0.94 1.971
H -4.537477 7.409791 -0.967472 0.01 -0.04 0.03 0.356
H 6.096041 3.992484 2.165613 -0.03 -0.07 0.03 0.308
H 2.063064 3.256857 0.829010 0.03 -0.10 0.09 0.267
H 1.800893 -1.390489 0.840476 -0.17 0.23 -0.46 -0.105
H 0.384422 -0.806307 -4.244197 -0.07 0.10 -0.08 0.417
H 6.746351 0.369783 0.485871 -0.01 -0.04 0.15 0.393
H 0.412935 0.912647 -2.256076 -0.08 0.17 -0.21 0.338
H 0.535802 -6.572981 0.029264 -0.14 0.16 -0.08 0.477
H 4.806737 4.095210 -0.365233 -0.07 0.06 0.11 0.384
H -2.649834 6.266559 -2.468775 0.00 -0.02 0.03 0.448
H -3.294937 -4.629691 -0.031997 -0.02 0.16 0.04 0.296
H -1.982944 -1.426354 2.176672 -0.04 -0.30 -0.09 0.464
H 0.420342 -2.446084 0.479591 -0.19 0.21 -0.25 -1.066
H -1.359944 -3.933892 -1.267128 0.12 0.18 0.11 -0.170
H 5.080847 0.318446 -0.048566 -0.10 0.02 0.11 0.301
H 2.339154 3.839980 2.473848 0.02 -0.03 0.00 0.455
H 2.509803 -5.321065 3.003211 0.37 -0.08 -0.26 0.494
H -6.002159 4.652379 -2.987380 0.09 0.12 -0.01 0.359
H -5.292511 7.149517 -2.532245 0.08 -0.11 -0.07 0.472
H -4.923298 3.386267 -2.445980 0.11 0.05 0.06 0.411
H -2.880172 4.597141 -3.003937 0.02 0.01 0.14 0.370
H -4.277279 -5.916570 -0.724408 -0.04 -0.10 -0.11 0.272
H 0.080218 -2.068867 -1.738988 -0.27 0.01 0.15 -0.960
H 7.201237 0.682466 3.061935 -0.09 -0.10 -0.07 0.482
H 6.174737 2.153667 -1.176989 0.01 0.01 0.01 0.389
H -3.363136 2.943728 1.540941 0.06 0.09 -0.09 0.193
H -3.877584 5.872523 -3.675546 -0.13 0.05 0.06 0.451
H 1.735847 -2.907828 3.114023 0.13 0.02 0.14 0.362
H 3.885117 2.625454 -0.594419 -0.06 -0.05 0.12 0.327
H 2.898100 -9.833033 1.518012 0.07 -0.19 -0.03 0.415
H -2.854394 -3.071871 -1.740196 -0.03 0.11 0.21 0.408
H 7.054989 2.297453 2.437778 -0.08 0.04 0.02 0.326
H -7.128073 4.713164 -0.800413 0.03 0.02 0.00 0.306
H 5.934958 -1.038098 2.445255 0.10 0.11 -0.01 0.456
H 1.490485 -1.056197 -1.513754 0.10 -0.17 0.22 -0.179
H -3.057003 4.561169 2.183461 0.00 0.00 -0.04 0.459
H -6.133868 6.657763 -1.093691 0.06 -0.02 0.07 0.284
H -4.691281 6.497541 1.597393 0.02 -0.01 -0.04 0.370
H -7.061051 3.062629 -1.367427 -0.01 0.01 0.01 0.393
H 0.071269 -1.610292 3.144939 -0.06 0.07 0.20 0.633
H -1.115563 0.116902 -2.556484 -0.09 -0.22 -0.10 0.163
H -2.532362 -0.383040 0.077072 -0.15 -0.06 -0.10 0.622
H 6.789712 2.823710 0.313884 -0.01 -0.01 0.03 0.327
H 0.875101 -4.599041 0.715610 0.11 -0.10 -0.14 0.144
H -6.208256 6.093403 0.786671 0.07 0.01 -0.04 0.299
H 1.316151 -9.076638 -0.509191 -0.03 -0.02 -0.18 0.446
H 0.241711 0.667115 0.139330 0.20 0.03 -0.08 -0.166
H 2.987035 -7.815856 3.220622 0.06 0.31 0.28 0.369
H 2.701377 -3.278971 1.667333 0.25 0.18 0.15 0.551
H -1.511373 0.237179 2.142114 -0.10 0.05 0.16 0.268
H 4.776814 4.133734 3.332472 -0.01 -0.05 0.00 0.372
H 4.681377 -0.418473 3.523882 -0.02 0.02 -0.02 0.475
H 4.855825 5.186185 1.925074 -0.13 -0.05 -0.08 0.452
H -5.191170 2.516504 0.050129 0.12 0.07 -0.01 0.270
H 1.410047 -3.181461 -4.809617 -0.01 0.01 -0.12 0.442
H 2.811368 4.821900 1.084428 0.15 0.02 0.01 0.423
H -2.596064 -6.233944 -0.266105 0.11 -0.07 0.04 0.236
H 6.112637 1.811262 3.853699 -0.03 0.02 -0.02 0.357
H 1.256548 -3.509073 -3.084662 0.21 -0.04 0.08 0.337
H 2.033584 -1.112846 -3.664756 0.01 0.29 -0.21 0.431
H 4.277228 -0.938161 1.882822 -0.07 0.12 0.04 0.148
H -1.368190 -1.613588 -0.242144 0.14 -0.15 -0.12 -0.516
H -5.840311 5.385148 2.330648 0.08 -0.13 0.00 0.462
H -1.255823 1.328666 -0.528769 0.20 0.35 0.17 0.021
H -0.067894 -4.288254 2.170921 -0.26 -0.09 -0.31 0.237
H 0.900513 -5.837637 3.387306 0.01 0.01 0.18 0.266
H -6.414130 3.271178 1.048972 0.08 0.07 0.10 0.392
H -4.477250 3.646899 2.698823 -0.12 0.08 -0.04 0.426
H 0.736396 -0.178539 2.435073 0.04 0.19 -0.14 -0.065


9
Properties=species:S:1:pos:R:3:forces:R:3:mulliken_charge:R:1 method="wB97M-V/def2-TZVPD" energy_ev=-54589.7701 e_above_lowest_kj_mol=44.1 e_homo_ev="-7.9 / -10.2" spin_multiplicity=3 charge=0
Cu -0.658529 0.951099 -2.092407 1.93 -0.72 1.36 0.457
F 1.370794 0.552699 -1.598096 -1.45 0.75 -1.13 -0.568
O -1.006595 0.641639 0.874701 -1.86 -0.37 -2.19 -0.336
O 0.781853 0.648002 2.306970 -0.86 -0.57 -0.72 -0.573
C 0.549295 -0.495448 0.077909 -0.47 -0.72 1.37 -0.215
C -0.821842 -0.155182 -0.388336 -0.05 0.29 1.56 -0.091
C 0.221261 0.266103 1.308670 3.03 0.20 0.21 0.618
H -1.543299 -0.980550 -0.483185 -0.21 0.55 -0.19 0.404
H 1.107063 -1.428363 -0.006227 -0.07 0.58 -0.26 0.304


13
Properties=species:S:1:pos:R:3:forces:R:3:mulliken_charge:R:1 method="wB97M-V/def2-TZVPD" energy_ev=-14404.8164 e_homo_ev=-15.7 charge=+2
Rb 1.153879 0.414553 4.318181 0.27 0.24 0.11 1.006
Mg -2.075397 -1.646915 2.181333 1.59 0.92 -0.42 0.880
O -1.602419 -1.049394 0.338102 1.21 -1.05 0.33 -0.248
O -0.228475 0.731958 0.653392 0.40 -2.43 1.15 -0.017
C -0.077598 -0.317416 -1.408812 1.31 -1.17 -0.26 -0.422
C 0.889558 0.858456 -1.288863 0.94 -0.53 0.06 -0.326
C 0.825134 1.345206 0.116402 -0.05 0.97 -0.68 -0.285
C -0.555762 -0.500369 -0.006733 -4.02 4.03 -1.92 0.567
H 1.937533 0.604298 -1.517119 -0.29 0.09 -0.05 0.328
H 0.671817 1.725649 -1.932719 -0.07 -0.15 0.17 0.334
H -0.942750 -0.115116 -2.055172 -0.08 -0.16 0.48 0.306
H -0.363834 -0.799063 2.376403 -1.28 -1.08 1.21 -0.470
H 0.368314 -1.251845 -1.774394 0.06 0.31 -0.18 0.348


17
Properties=species:S:1:pos:R:3:forces:R:3:mulliken_charge:R:1 method="wB97M-V/def2-TZVPD" energy_ev=-7417.0080 e_above_lowest_kj_mol=388.5 e_homo_ev=-8.3 charge=0
C -1.033297 -0.701097 0.914997 -0.04 -0.01 -0.11 -0.604
C -0.588389 -1.825369 0.037299 0.21 0.19 0.29 -0.636
C 0.978859 0.016823 -0.164464 0.07 -0.06 -0.03 -0.159
C -0.070677 0.509161 0.869220 0.05 -0.01 0.10 -0.010
C 0.851447 -1.498450 -0.234040 -0.05 0.00 -0.10 -0.653
C -0.494965 1.598074 -0.136945 -0.10 0.13 0.01 -0.717
C 0.126006 0.731116 -1.248893 -0.03 -0.02 -0.21 -0.728
H -0.616762 0.023740 -1.647899 0.17 0.19 0.00 0.201
H 0.257954 0.839558 1.861062 -0.05 -0.08 -0.19 0.414
H 1.987082 0.429965 -0.053230 -0.18 -0.12 -0.02 0.433
H -1.558429 1.856068 -0.204474 0.17 -0.06 -0.01 0.327
H -0.980816 -1.231086 1.884574 -0.04 0.04 0.01 0.356
H 0.087653 2.514260 0.010983 -0.13 -0.14 0.02 0.297
H -2.095444 -0.449214 0.804146 0.13 -0.10 0.01 0.356
H 1.250765 -1.948758 -1.149731 -0.13 -0.01 0.13 0.351
H 0.622572 1.209195 -2.096710 -0.02 0.02 0.17 0.414
H 1.363436 -2.009887 0.604071 -0.03 0.03 -0.06 0.359